(1)
The following is a quantum chemistry calculation of a molecular structure, C22H41GeN2O11PS3V in a non-equilibrium geometry, from OMol25.

Spin multiplicity = 2
Total charge = -2
Frontier orbital gap (spin up / spin down) = 5.4 / 5.3 eV
Maximum force = 0.160 hartree/bohr
DFT total energy = -6357.02836 hartree
LUMO (spin up / spin down) = 4.45 / 4.45 eV
<S²> = 0.858
Energy above the lowest of the compared OMol25 structures with the same formula, charge and spin = 3.0428 eV

Positions of all 82 atoms, in Å:
V 0.014 -0.250 0.122
C 1.591 -2.239 5.272
C 0.122 -1.858 5.070
N -0.066 -0.468 4.750
C -0.236 0.472 5.828
C -1.703 0.838 6.055
C -0.013 -0.014 3.456
S 0.724 -1.045 2.287
N -0.420 1.219 3.268
C -0.563 1.769 2.043
O -0.537 1.067 0.966
C -0.694 3.208 2.028
C -0.435 3.961 3.193
C -0.378 5.335 3.150
C -0.593 6.016 1.957
C -0.915 5.289 0.815
C -0.978 3.915 0.845
H 1.666 -3.295 5.527
H 2.045 -1.645 6.066
H 2.117 -2.057 4.339
H -0.449 -2.074 5.983
H -0.273 -2.448 4.242
H 0.317 1.379 5.577
H 0.191 0.034 6.737
H -2.089 1.260 5.133
H -1.801 1.572 6.854
H -2.282 -0.048 6.309
H -0.260 3.434 4.116
H -0.145 5.894 4.049
H -0.508 7.095 1.917
H -1.107 5.812 -0.113
H -1.258 3.355 -0.033
O -2.895 -1.412 -1.692
S -2.615 -0.561 -0.468
O -3.857 -0.516 0.284
O -2.182 0.764 -0.881
O -1.574 -1.249 0.349
C -1.909 1.118 -4.020
Ge 0.043 1.288 -3.685
C 0.444 2.973 -4.796
C 1.129 -0.006 -4.781
C 0.585 1.873 -1.858
H -2.094 0.619 -4.969
H -2.375 2.099 -4.038
H -2.345 0.538 -3.218
H 0.183 2.791 -5.836
H 1.495 3.246 -4.768
H -0.125 3.839 -4.471
H 0.577 -0.285 -5.680
H 1.336 -0.888 -4.195
H 2.067 0.455 -5.082
H -0.322 2.082 -1.299
H 1.205 2.776 -1.920
C -1.440 -3.536 -1.196
P -1.209 -2.198 -2.463
C -2.324 -2.442 -3.938
C 0.219 -3.160 -3.338
O -0.516 -0.887 -2.266
H -1.545 -4.478 -1.738
H -2.315 -3.360 -0.581
H -0.556 -3.572 -0.561
H -2.340 -3.499 -4.195
H -1.897 -1.884 -4.766
H -3.326 -2.093 -3.733
H 0.171 -4.244 -3.235
H 1.146 -2.816 -2.894
H 0.241 -2.927 -4.402
C 2.624 -3.805 -1.010
S 1.825 -2.815 0.326
O 1.049 -3.792 1.060
O 2.984 -2.290 1.026
O 1.031 -1.802 -0.390
H 3.426 -4.353 -0.533
H 3.018 -3.111 -1.739
H 1.896 -4.474 -1.443
C 3.424 -0.270 -1.510
O 2.190 0.171 -2.034
C 1.373 0.826 -1.127
O 1.756 0.897 0.060
H 3.927 -0.799 -2.322
H 3.292 -0.916 -0.639
H 4.025 0.596 -1.201



(2)
The following is a quantum chemistry calculation of 2 unconnected molecules or ions with the total composition CHFN2 in a non-equilibrium geometry, from OMol25.

Spin multiplicity = 1
Frontier orbital gap (spin up / spin down) = 8.4 / 8.4 eV
Maximum force = 0.190 hartree/bohr
DFT total energy = -247.81957 hartree
LUMO (spin up / spin down) = -3.52 / -3.53 eV
Energy above the lowest of the compared OMol25 structures with the same formula, charge and spin = 4.6910 eV

Positions of all 5 atoms, in Å:
C 1.221 0.117 0.046
N 2.273 0.453 0.102
N -1.075 -0.058 -0.502
F -1.303 -1.154 0.213
H -1.117 0.642 0.141



(3)
The following is a quantum chemistry calculation of a molecular structure, C4H9NOS2 in a non-equilibrium geometry, from OMol25.

Spin multiplicity = 1
Frontier orbital gap = 8.4 eV
Maximum force = 0.100 hartree/bohr
DFT total energy = -1083.97426 hartree
LUMO = -0.38 eV
Energy above the lowest of the compared OMol25 structures with the same formula, charge and spin = 6.0411 eV

Positions of all 17 atoms, in Å:
C 1.663 -1.773 1.525
C 0.044 -0.922 -0.063
C -1.503 -1.251 0.432
C 0.074 0.370 -0.772
H 2.230 -2.247 0.616
H 2.611 -1.339 2.197
H 0.979 -2.494 2.038
H 0.215 -1.851 -0.528
H -2.338 -0.770 -0.406
H -1.744 -2.452 0.502
H -1.530 0.871 1.764
H -0.575 -0.755 2.314
H 1.238 1.407 1.092
N -1.686 -0.377 1.870
O 1.000 -0.775 0.915
S 0.677 1.848 -0.083
S -0.612 0.648 -2.212



(4)
The following is a quantum chemistry calculation of a molecular structure, C31H32AuClN5O9 in a non-equilibrium geometry, from OMol25.

Spin multiplicity = 1
Total charge = +1
Frontier orbital gap = 5.5 eV
Maximum force = 0.032 hartree/bohr
DFT total energy = -2746.85311 hartree
LUMO = -5.81 eV
Energy above the lowest of the compared OMol25 structures with the same formula, charge and spin = 1.0957 eV

Positions of all 79 atoms, in Å:
Au -1.616 -2.669 0.798
C 2.442 -2.509 1.995
C 0.978 -2.805 2.108
O 0.350 -2.633 1.013
C 0.386 -3.256 3.319
C 1.209 -3.322 4.483
C 0.726 -3.750 5.679
C -0.624 -4.140 5.769
C -1.449 -4.111 4.679
C -0.970 -3.688 3.421
O -1.863 -3.775 2.459
H 2.677 -2.203 0.979
H 3.028 -3.390 2.257
H 2.712 -1.707 2.683
H 2.243 -3.022 4.408
H 1.366 -3.793 6.548
H -1.024 -4.466 6.720
H -2.482 -4.423 4.739
C 0.202 4.433 0.810
C 1.304 3.405 0.530
C 1.327 2.368 1.663
C 2.650 4.147 0.560
C 1.100 2.748 -0.878
O 1.328 3.704 -1.908
C 2.013 1.525 -1.069
C 2.052 0.940 -2.485
C 3.051 -0.188 -2.575
C 4.219 -0.064 -3.315
C 5.140 -1.100 -3.386
C 4.887 -2.280 -2.710
Cl 6.024 -3.585 -2.795
C 3.725 -2.436 -1.969
C 2.821 -1.390 -1.906
C -0.373 2.400 -1.197
N -0.964 1.338 -0.386
C -0.746 0.039 -0.472
N -1.481 -0.577 0.447
C -2.173 0.422 1.067
N -1.878 1.596 0.581
H 0.490 5.056 1.658
H -0.749 3.961 1.061
H 0.054 5.092 -0.047
H 1.384 2.892 2.618
H 2.199 1.716 1.598
H 0.429 1.751 1.695
H 2.846 4.487 1.577
H 2.636 5.041 -0.067
H 3.493 3.521 0.265
H 2.212 4.074 -1.810
H 1.727 0.745 -0.360
H 3.033 1.802 -0.793
H 2.308 1.728 -3.194
H 1.072 0.563 -2.797
H 4.418 0.856 -3.851
H 6.046 -0.996 -3.967
H 3.535 -3.375 -1.465
H 1.904 -1.530 -1.341
H -0.430 2.094 -2.241
H -1.004 3.273 -1.071
H -0.082 -0.428 -1.178
H -2.884 0.266 1.862
O -5.353 -1.978 1.158
C -4.458 -2.011 0.362
O -3.506 -2.969 0.414
C -4.379 -1.021 -0.770
C -5.307 0.016 -0.795
C -5.212 0.974 -1.784
C -4.221 0.965 -2.745
C -3.314 -0.075 -2.685
C -3.392 -1.082 -1.741
N -2.168 -0.075 -3.615
O -2.180 0.716 -4.525
O -1.257 -0.851 -3.367
N -6.190 2.089 -1.796
O -7.064 2.062 -0.960
O -6.032 2.945 -2.638
H -6.084 0.075 -0.045
H -4.156 1.739 -3.496
H -2.681 -1.893 -1.783



(5)
The following is a quantum chemistry calculation of 10 unconnected molecules or ions with the total composition C38H76O18 in a non-equilibrium geometry, from OMol25.

Spin multiplicity = 1
Frontier orbital gap = 9.9 eV
Maximum force = 0.070 hartree/bohr
DFT total energy = -2847.82301 hartree
LUMO = 0.34 eV
Energy above the lowest of the compared OMol25 structures with the same formula, charge and spin = 2.8278 eV
Structure (SMILES) = CCOC(C)=O.CCOC(C)=O.CCOC(C)=O.CCOC(C)=O.CCOC(C)=O.CCOC(C)=O.CCOC(C)=O.CCOC(C)=O.CC(C)=O.CC(C)=O

Positions of all 132 atoms, in Å:
C 1.923 3.645 2.186
C 1.773 4.918 2.979
O 1.306 6.025 2.228
C 1.644 7.249 2.579
C 1.007 8.299 1.773
O 2.414 7.568 3.491
H 2.263 3.706 1.151
H 1.022 3.031 2.175
H 2.648 3.032 2.723
H 1.080 4.653 3.781
H 2.728 5.026 3.492
H 0.771 7.976 0.754
H 1.596 9.198 1.613
H -0.030 8.452 2.083
C 0.402 -1.608 -4.472
C 1.824 -0.999 -4.318
O 2.878 -1.958 -4.448
C 3.367 -2.123 -5.665
C 4.531 -3.092 -5.680
O 2.981 -1.617 -6.704
H 0.354 -2.488 -3.831
H 0.290 -1.928 -5.508
H -0.329 -0.840 -4.227
H 1.873 -0.157 -5.009
H 1.885 -0.534 -3.334
H 4.554 -3.802 -6.504
H 4.601 -3.641 -4.741
H 5.438 -2.491 -5.766
C 2.641 -6.417 -3.956
C 1.551 -6.071 -2.953
O 2.084 -4.974 -2.200
C 1.295 -4.170 -1.556
C 2.055 -3.127 -0.758
O 0.071 -4.221 -1.530
H 2.353 -7.258 -4.586
H 3.542 -6.701 -3.413
H 2.756 -5.517 -4.559
H 0.711 -5.861 -3.616
H 1.297 -6.877 -2.267
H 1.475 -2.246 -0.496
H 3.036 -3.021 -1.222
H 2.331 -3.524 0.224
C -5.790 3.651 1.730
C -4.549 3.369 0.920
O -3.577 4.327 1.332
C -2.354 4.339 0.832
C -1.591 5.566 1.247
O -1.923 3.583 0.034
H -6.516 2.917 1.381
H -6.131 4.683 1.659
H -5.510 3.490 2.771
H -4.160 2.405 1.257
H -4.691 3.370 -0.160
H -0.701 5.812 0.674
H -1.292 5.352 2.277
H -2.187 6.473 1.350
C 1.361 -1.189 3.649
C 0.608 -0.488 4.828
O -0.674 -0.027 4.455
C -0.867 1.265 4.065
C -2.188 1.448 3.366
O -0.024 2.144 4.186
H 1.234 -0.596 2.742
H 0.989 -2.208 3.590
H 2.428 -1.131 3.859
H 0.371 -1.348 5.455
H 1.158 0.261 5.393
H -2.516 2.452 3.644
H -2.938 0.803 3.825
H -2.209 1.336 2.283
C 5.569 -1.973 3.933
C 6.372 -1.079 2.984
O 5.657 -1.059 1.719
C 5.840 0.013 0.893
C 4.943 -0.059 -0.337
O 6.489 0.989 1.169
H 5.434 -2.937 3.439
H 4.549 -1.631 4.119
H 5.948 -2.066 4.950
H 6.526 -0.116 3.471
H 7.356 -1.442 2.689
H 4.723 -1.117 -0.469
H 5.517 0.348 -1.169
H 4.064 0.578 -0.260
C -2.753 -6.054 0.627
C -3.884 -5.422 -0.191
O -5.112 -6.113 -0.063
C -5.761 -6.482 -1.165
C -6.895 -7.454 -0.844
O -5.538 -6.063 -2.279
H -1.804 -5.845 0.133
H -2.790 -7.145 0.674
H -2.713 -5.769 1.678
H -4.106 -4.407 0.146
H -3.513 -5.281 -1.206
H -6.638 -8.494 -1.037
H -7.760 -7.094 -1.396
H -7.089 -7.429 0.229
C 0.598 1.630 -0.686
C -0.492 0.842 -1.361
O -0.582 -0.519 -0.890
C -1.543 -0.694 -0.002
C -1.646 -2.097 0.517
O -2.389 0.121 0.372
H 0.175 2.071 0.218
H 1.042 2.412 -1.297
H 1.381 0.987 -0.278
H -1.450 1.356 -1.329
H -0.196 0.668 -2.398
H -0.780 -2.378 1.119
H -1.534 -2.737 -0.363
H -2.537 -2.426 1.043
C -6.375 0.842 -0.804
C -6.003 -0.066 0.316
C -5.284 -1.366 -0.031
O -6.499 0.056 1.439
H -6.415 0.389 -1.794
H -5.742 1.720 -0.931
H -7.376 1.198 -0.557
H -4.211 -1.328 0.134
H -5.747 -1.780 -0.927
H -5.637 -2.099 0.699
C 2.731 6.416 -0.698
C 3.248 5.626 -1.883
C 2.272 4.826 -2.674
O 4.446 5.622 -2.143
H 2.310 5.684 -0.012
H 2.112 7.268 -0.974
H 3.638 6.860 -0.288
H 1.754 5.475 -3.379
H 1.561 4.429 -1.949
H 2.785 4.025 -3.203



(6)
The following is a quantum chemistry calculation of a single C5H6O molecule, from OMol25.

Spin multiplicity = 1
Frontier orbital gap = 10.1 eV
Maximum force = 0.009 hartree/bohr
DFT total energy = -269.23162 hartree
LUMO = 0.99 eV
Energy above the lowest of the compared OMol25 structures with the same formula, charge and spin = 3.1190 eV
Structure (SMILES) = C#CO/C=C\C

Positions of all 12 atoms, in Å:
C 1.780 -1.136 -1.226
C 0.579 -1.134 -1.184
O -0.731 -1.124 -1.108
C -1.206 -0.831 0.179
C -0.783 0.198 0.900
C 0.016 1.369 0.409
H 2.845 -1.115 -1.251
H -1.974 -1.533 0.483
H -1.121 0.225 1.932
H 0.977 1.489 0.918
H 0.200 1.327 -0.666
H -0.581 2.265 0.613



(7)
The following is a quantum chemistry calculation of a molecular structure, C63H88N10O5P2PbSSi, from OMol25.

Spin multiplicity = 1
Total charge = -2
Frontier orbital gap = 4.6 eV
Maximum force = 0.015 hartree/bohr
DFT total energy = -4940.64324 hartree
LUMO = 4.02 eV
Energy above the lowest of the compared OMol25 structures with the same formula, charge and spin = 0.0000 eV

Positions of all 171 atoms, in Å:
Pb 0.107 0.315 0.406
C 0.263 2.728 5.685
C 0.555 2.735 4.202
N -0.209 2.193 3.318
N -1.330 1.619 3.834
C -2.269 1.227 3.014
N -3.361 0.704 3.679
S -2.469 1.343 1.294
C 1.760 3.484 3.766
C 2.779 3.785 4.677
C 3.864 4.536 4.259
C 3.910 4.989 2.953
C 2.857 4.646 2.116
N 1.818 3.917 2.504
H -0.712 2.283 5.851
H 0.274 3.747 6.082
H 1.011 2.144 6.228
H -3.142 0.301 4.578
H -3.961 0.150 3.091
H 2.729 3.429 5.697
H 4.671 4.753 4.949
H 4.741 5.577 2.586
H 2.831 4.966 1.080
O -0.709 0.878 -4.980
C -0.597 0.481 -3.636
O -1.778 0.759 -2.935
C 0.369 -0.423 -3.283
C 1.162 -1.011 -4.358
C 1.976 -2.059 -4.105
C 2.204 -2.464 -2.771
C 1.607 -1.729 -1.773
N 0.670 -0.780 -1.967
C 2.276 -1.852 -0.409
O 2.664 -2.959 -0.021
O 2.482 -0.738 0.179
H -0.325 1.759 -5.048
H 1.014 -0.647 -5.363
H 2.480 -2.564 -4.924
H 2.912 -3.238 -2.514
C -1.608 4.930 0.740
C -1.449 5.254 -0.741
C -2.774 5.787 -1.286
C -0.935 4.012 -1.495
C -0.943 4.142 -3.030
O 0.444 4.079 -3.412
C 1.143 3.889 -2.248
N 0.489 3.807 -1.172
C 2.616 4.044 -2.384
C 3.000 5.086 -3.235
C 4.317 5.498 -3.315
C 5.259 4.889 -2.500
C 4.885 3.832 -1.687
C 3.581 3.337 -1.646
P 3.119 1.634 -0.943
C 4.390 1.444 0.391
C 5.769 1.361 0.200
C 6.637 1.232 1.275
C 6.138 1.151 2.567
C 4.766 1.176 2.768
C 3.905 1.324 1.692
C 4.004 0.730 -2.306
C 4.665 -0.468 -2.031
C 5.351 -1.150 -3.025
C 5.380 -0.658 -4.321
C 4.685 0.504 -4.620
C 3.993 1.180 -3.626
H -1.826 5.835 1.315
H -0.709 4.467 1.140
H -2.429 4.225 0.886
H -0.683 6.033 -0.855
H -3.530 5.002 -1.287
H -2.691 6.187 -2.298
H -3.134 6.594 -0.643
H -1.503 3.133 -1.182
H -1.337 5.092 -3.390
H -1.484 3.322 -3.501
H 2.239 5.585 -3.819
H 4.600 6.297 -3.989
H 6.291 5.218 -2.516
H 5.644 3.366 -1.077
H 6.180 1.350 -0.802
H 7.705 1.176 1.098
H 6.815 1.049 3.407
H 4.359 1.064 3.764
H 2.834 1.298 1.847
H 4.638 -0.871 -1.026
H 5.852 -2.080 -2.782
H 5.922 -1.188 -5.097
H 4.667 0.885 -5.635
H 3.444 2.075 -3.893
C -2.654 -1.542 -1.477
Si -3.025 -0.350 -2.858
C -4.592 0.682 -2.446
C -5.471 1.057 -3.648
C -5.453 -0.126 -1.459
C -4.185 1.994 -1.774
C -3.266 -1.419 -4.438
C -4.496 -2.324 -4.259
C -3.415 -0.575 -5.726
C -2.061 -2.356 -4.623
H -2.546 -1.002 -0.534
H -3.418 -2.310 -1.333
H -1.695 -2.024 -1.676
H -5.835 0.190 -4.197
H -4.939 1.702 -4.350
H -6.344 1.616 -3.287
H -5.731 -1.104 -1.863
H -6.376 0.424 -1.237
H -4.923 -0.285 -0.518
H -3.617 2.617 -2.468
H -3.577 1.834 -0.884
H -5.085 2.544 -1.468
H -5.427 -1.763 -4.156
H -4.394 -2.958 -3.375
H -4.595 -2.979 -5.133
H -4.117 -1.053 -6.420
H -2.451 -0.471 -6.222
H -3.773 0.436 -5.541
H -1.942 -3.032 -3.773
H -1.131 -1.806 -4.735
H -2.206 -2.968 -5.524
N -0.497 -1.489 1.521
P -0.691 -2.805 2.250
N -2.279 -3.005 2.883
C -3.355 -2.342 2.160
C -4.604 -2.238 3.034
C -5.020 -3.618 3.544
C -3.842 -4.274 4.259
C -2.645 -4.342 3.315
N 0.227 -3.134 3.640
C 1.677 -3.061 3.405
C 2.258 -1.677 3.678
C 1.887 -1.206 5.079
C 0.368 -1.213 5.228
C -0.173 -2.613 4.941
N -0.479 -4.275 1.428
C -1.135 -4.411 0.131
C -0.248 -5.116 -0.889
C 0.244 -6.449 -0.331
C 0.981 -6.187 0.983
C 0.008 -5.532 1.960
H -3.628 -2.902 1.248
H -2.986 -1.366 1.843
H -5.414 -1.786 2.453
H -4.402 -1.594 3.895
H -5.305 -4.241 2.689
H -5.887 -3.544 4.207
H -4.108 -5.277 4.606
H -3.566 -3.675 5.133
H -2.916 -4.978 2.455
H -1.790 -4.802 3.811
H 1.872 -3.327 2.366
H 2.170 -3.803 4.054
H 1.849 -0.989 2.934
H 3.343 -1.708 3.546
H 2.288 -0.205 5.270
H 2.329 -1.887 5.822
H -0.058 -0.513 4.504
H 0.069 -0.901 6.235
H -1.262 -2.608 4.984
H 0.199 -3.307 5.712
H -1.391 -3.411 -0.218
H -2.073 -4.988 0.248
H 0.611 -4.480 -1.073
H -0.794 -5.251 -1.828
H 0.890 -6.954 -1.055
H -0.613 -7.110 -0.134
H 1.802 -5.493 0.798
H 1.380 -7.115 1.407
H 0.474 -5.356 2.927
H -0.836 -6.232 2.120